No. 1
A structure of composition C35H52P4SeTb at a distorted geometry, computed with ωB97M-V with the def2-TZVPD basis set.

XYZ file:
```
93
C35H52P4SeTb ωB97M-V with the def2-TZVPD basis set
Tb -0.07 -0.45 -0.59
Se 0.23 2.22 -3.27
P 2.58 0.39 -0.75
P -0.10 -0.93 2.13
P -2.47 1.00 -0.65
P 0.28 2.24 0.54
C 0.44 3.78 -0.51
C 3.55 -1.79 3.90
C 1.81 2.42 1.58
C 1.08 2.70 -5.63
C -1.17 -2.41 1.96
C -2.85 2.77 -0.99
C -0.13 0.85 4.34
C 2.33 -1.18 3.63
C 1.88 -2.87 1.96
C -2.93 -4.59 1.89
C -1.38 -3.19 3.10
C -2.21 -0.36 3.94
C -0.86 -3.97 -3.46
C 3.30 1.94 -1.42
C 1.41 2.61 -6.96
C -1.77 -2.78 0.73
C -2.27 -4.25 3.08
C 3.94 -2.94 3.23
C -1.97 1.03 5.90
C -3.46 0.33 -2.07
C -0.26 0.59 -5.74
C 4.02 -0.15 0.28
C -0.33 -3.16 -2.48
C 0.34 1.66 -5.03
C 3.11 -3.47 2.24
C 2.78 -0.66 -2.31
C -2.74 0.20 5.10
C -0.87 -0.10 3.60
C 0.14 0.52 -7.08
C 0.97 1.49 -7.68
C -0.69 1.38 5.50
C -3.63 0.73 0.73
C -0.97 2.85 1.74
C 1.48 -1.70 2.65
C -2.64 -3.89 0.72
H 0.84 1.19 3.98
H 2.01 3.41 -7.36
H -1.98 2.91 1.33
H 2.65 2.82 0.99
H -0.24 -0.31 -7.67
H -2.38 3.11 -1.92
H 3.88 -0.66 -2.49
H 3.46 2.68 -0.63
H -3.66 -5.40 1.87
H -4.41 0.88 -2.10
H -2.45 -4.81 3.98
H -4.58 1.23 0.51
H 0.51 4.63 0.17
H 1.26 1.37 -8.72
H -2.37 1.41 6.83
H 3.84 -1.17 0.66
H -3.76 -0.03 5.36
H 1.56 3.15 2.37
H -2.82 -1.02 3.31
H 2.12 1.47 2.04
H -1.56 -2.26 -0.26
H 4.19 -1.37 4.67
H -0.75 -5.06 -3.41
H -3.66 -0.74 -1.97
H 1.38 3.56 -5.00
H 3.40 -4.37 1.68
H -3.13 -4.17 -0.24
H 4.92 -0.10 -0.36
H -3.95 2.86 -1.08
H 0.34 -3.68 -1.73
H -3.81 -0.33 0.90
H 4.25 1.68 -1.93
H -3.24 1.14 1.66
H -0.64 3.86 2.02
H 4.88 -3.44 3.45
H 2.23 -0.17 -3.15
H -0.97 -0.05 -5.21
H -1.05 2.23 2.64
H 2.40 -1.70 -2.12
H -2.94 0.47 -3.02
H 2.61 2.37 -2.17
H 1.35 3.74 -1.12
H -0.44 3.90 -1.15
H 2.04 -0.31 4.19
H 4.11 0.52 1.15
H -0.10 2.08 6.08
H -0.87 -2.92 4.02
H -0.48 -2.05 -2.28
H -1.23 -3.62 -4.49
H -1.31 2.07 -3.17
H -2.54 3.46 -0.20
H 1.22 -3.32 1.20
```

For the LUMO energy (alpha / beta), the calculation gives -10.75 / -8.61 eV. The calculated total energy is -162046.60978 eV. As for the spin multiplicity: 7. As for the expectation value of S²: 12.62. The charge is +3. The HOMO-LUMO gap (alpha / beta) is 4.94 / 7.09 eV.

These are the Löwdin partial charges, in e, on atoms 1 to 2:
1. Tb 0.92
2. Se 0.96

No. 2
A structure of composition C35H53AsN5P2S2Si2V, computed with ωB97M-V with the def2-TZVPD basis set.

XYZ file:
```
101
C35H53AsN5P2S2Si2V ωB97M-V with the def2-TZVPD basis set
As 0.52 2.47 0.00
V 0.67 0.06 -0.87
S 2.23 -0.36 0.99
S -2.52 0.96 -4.27
P -0.24 -1.98 1.87
P 0.16 -2.39 -1.66
Si -1.27 3.82 -0.64
Si 2.32 3.69 -0.86
N 2.23 0.90 -4.71
N 1.99 0.38 -2.58
N -1.80 -4.17 -1.21
N -1.79 -4.06 1.57
N -0.72 0.54 -2.54
C -2.86 2.94 -0.14
C -0.71 -2.53 -3.26
C -1.28 5.42 0.33
C -3.43 -5.92 -1.15
C 3.91 2.93 -0.21
C -2.01 0.56 -2.70
C 4.76 0.68 -4.85
C 1.55 -3.64 -1.85
C -0.07 0.84 -3.72
C -1.02 -3.32 -0.58
C -1.36 4.28 -2.46
C -0.84 0.27 3.25
C -2.55 -4.98 0.93
C -1.07 -3.24 0.85
C 1.05 -5.07 -1.97
C 5.69 0.00 -2.71
C -0.89 1.11 -4.76
C -3.33 -5.89 1.67
C 3.35 0.32 -2.89
C -2.28 -1.72 3.78
C -2.59 -5.00 -0.49
C 1.38 0.74 -3.68
C 5.84 0.34 -4.06
C 4.45 -0.02 -2.10
C 3.51 0.65 -4.24
C 2.49 -3.54 -0.64
C 0.70 -0.98 0.84
C 0.69 -2.85 3.13
C -4.13 -6.78 1.00
C 2.26 5.47 -0.30
C -4.18 -6.79 -0.41
C -2.54 -0.51 1.58
C 2.32 -3.25 -3.12
C 2.37 3.72 -2.75
C -1.55 -0.96 2.67
H -3.72 3.59 -0.34
H 4.88 0.94 -5.89
H -0.51 4.93 -2.72
H 0.29 -5.19 -2.74
H -0.63 1.37 -5.77
H -1.60 -2.00 4.59
H 1.96 -3.72 0.30
H 3.24 5.93 -0.46
H 2.61 -2.20 -3.11
H -0.33 0.85 2.47
H -2.27 5.88 0.26
H -0.55 6.14 -0.06
H 1.73 -3.44 -4.02
H 1.52 6.05 -0.86
H 2.60 4.73 -3.11
H 0.63 -5.44 -1.03
H 4.29 3.54 0.62
H 4.68 2.89 -0.98
H 1.90 -5.72 -2.23
H 3.23 -3.85 -3.18
H -2.78 -2.61 3.42
H -2.71 0.34 -1.91
H -0.11 0.00 4.01
H -0.16 -1.95 -4.00
H 4.32 -0.27 -1.06
H 3.75 1.92 0.18
H -3.44 -5.92 -2.23
H 2.02 5.56 0.76
H 6.83 0.35 -4.49
H 6.56 -0.25 -2.13
H -1.06 5.25 1.38
H -0.81 -3.56 -3.59
H 1.41 3.43 -3.19
H -2.28 4.83 -2.68
H 2.00 1.21 -5.64
H -3.08 -1.36 1.15
H -1.59 0.92 3.72
H -2.85 2.74 0.93
H -4.82 -7.50 -0.91
H 3.28 -4.29 -0.73
H -3.03 2.00 -0.66
H 2.96 -2.55 -0.58
H 1.12 -2.12 3.82
H -1.32 3.41 -3.11
H 1.51 -3.39 2.65
H -2.02 0.03 0.79
H -1.71 -2.12 -3.16
H 3.15 3.05 -3.14
H -4.74 -7.48 1.56
H 0.04 -3.55 3.66
H -3.04 -1.06 4.21
H -3.28 -5.86 2.75
H -3.27 0.16 2.03
```

For the LUMO energy (alpha / beta), the calculation gives -3.21 / -3.35 eV. The calculated total energy is -187134.65479 eV. As for the spin multiplicity: 4. As for the expectation value of S²: 3.80. The charge is +1. Its energy above the lowest of the compared OMol25 structures with the same formula, charge and spin is 0.0 kcal/mol. The HOMO-LUMO gap (alpha / beta) is 5.65 / 5.57 eV.

These are the Löwdin partial charges, in e, on atoms 1 to 2:
1. As 0.73
2. V 0.20

No. 3
A structure of composition C35H53NOP2SbTb at a distorted geometry, computed with ωB97M-V with the def2-TZVPD basis set.

XYZ file:
```
94
C35H53NOP2SbTb ωB97M-V with the def2-TZVPD basis set
Tb 0.28 0.32 -0.71
Sb 0.48 -1.15 1.98
P -0.81 3.57 -1.24
P 0.23 -1.95 -2.31
O -1.77 1.20 -0.91
N 1.60 0.69 -2.37
C -1.15 -1.63 -3.53
C -0.12 -4.06 3.00
C -1.77 4.42 1.27
C -2.70 5.44 -2.26
C -2.32 2.48 -1.15
C -1.20 5.10 -2.13
C 4.64 -2.56 2.73
C 0.15 0.02 3.78
C 3.24 -2.41 2.74
C -2.33 -5.03 3.32
C -0.93 -5.12 3.43
C 1.20 0.24 4.68
C -0.33 1.45 6.15
C -1.12 0.55 4.04
C 2.18 -0.17 -3.41
C -0.84 -4.07 -0.85
C -2.09 -2.81 2.36
C -1.36 1.26 5.22
C 0.28 -3.74 -1.85
C 2.65 -1.37 2.03
C 1.34 2.03 -2.86
C -0.92 -2.16 -4.95
C -2.51 -2.07 -2.97
C -0.51 3.92 0.55
C 0.95 0.94 5.87
C 0.09 2.70 1.30
C -0.39 6.28 -1.56
C -0.70 -2.90 2.50
C 5.44 -1.65 2.03
C 1.79 -1.65 -3.24
C 4.84 -0.59 1.34
C 0.36 -4.67 -3.06
C 0.92 3.15 -1.84
C 3.45 -0.44 1.34
C -2.90 -3.87 2.77
H -2.14 5.37 0.86
H -0.81 -3.25 -4.98
H 2.20 -0.14 4.47
H -2.35 1.66 5.42
H 1.73 -2.15 -4.22
H -3.21 5.44 -1.28
H 2.63 -3.11 3.32
H -1.15 -0.53 -3.58
H 1.25 -3.81 -1.31
H 1.93 0.18 -4.44
H 0.24 4.73 0.55
H 0.97 -4.16 3.06
H -1.65 -4.65 -1.32
H -2.58 3.67 1.23
H -3.99 -3.80 2.67
H 0.65 -5.67 -2.72
H -3.07 2.53 -1.96
H 1.62 3.12 -0.97
H -0.54 7.14 -2.23
H 2.58 -2.17 -2.67
H 1.76 1.09 6.59
H -2.56 -1.92 1.94
H -2.75 -1.56 -2.03
H -0.82 4.88 -3.15
H 0.29 2.99 2.34
H 3.01 0.42 0.80
H -2.79 6.44 -2.69
H -2.96 -5.85 3.65
H 1.11 -4.35 -3.79
H -1.53 4.58 2.33
H -0.47 -6.01 3.85
H 1.07 2.37 0.88
H 0.62 2.03 -3.71
H -2.56 -3.16 -2.82
H -0.04 -1.70 -5.43
H 2.29 2.41 -3.30
H 3.29 -0.11 -3.35
H -0.64 1.87 1.36
H -0.44 -4.67 -0.02
H 6.53 -1.77 2.03
H -1.80 -1.89 -5.55
H -0.74 6.57 -0.56
H -3.20 4.73 -2.93
H -1.28 -3.17 -0.39
H 5.46 0.14 0.81
H -3.29 -1.80 -3.69
H 0.69 6.06 -1.52
H -0.51 2.00 7.07
H -3.17 2.95 -0.55
H 1.22 4.08 -2.35
H -0.61 -4.77 -3.57
H 5.09 -3.40 3.27
H -1.94 0.40 3.32
```

For the LUMO energy (alpha / beta), the calculation gives -6.04 / -5.03 eV. The calculated total energy is -88225.79672 eV. As for the spin multiplicity: 7. As for the expectation value of S²: 12.09. The charge is +2. The HOMO-LUMO gap (alpha / beta) is 7.39 / 8.48 eV.

These are the Löwdin partial charges, in e, on atoms 1 to 2:
1. Tb 1.22
2. Sb 1.47